C40H53CoGe2N10 | ωB97M-V/def2-TZVPD

```
106
Properties=species:S:1:pos:R:3:mulliken_charge:R:1
Co -0.270 -0.407 0.751 -0.28
C 1.762 -4.551 3.384 -1.14
N 1.919 -3.805 2.125 0.25
C 1.912 -4.640 0.960 -1.11
C 1.237 -2.602 2.035 0.28
N 0.348 -2.244 1.173 0.83
N 1.762 -1.711 2.949 0.21
C 1.401 -0.425 3.152 0.07
N 2.352 0.327 3.805 -0.67
N 0.274 0.062 2.762 -0.29
H 2.613 -5.210 3.614 0.33
H 0.875 -5.224 3.389 0.30
H 1.603 -3.861 4.146 0.44
H 2.771 -5.339 1.036 0.47
H 1.962 -4.041 0.061 0.14
H 1.079 -5.315 0.944 0.34
H 0.037 -2.950 0.560 -0.77
H 2.654 -2.075 3.261 0.43
H 3.282 -0.069 3.700 0.29
H 2.383 1.257 3.392 0.31
H 0.139 1.060 2.976 0.06
C 1.397 0.033 -3.906 -1.32
Ge 2.663 -0.486 -2.454 1.05
C 2.258 -2.378 -2.357 -0.64
C 4.508 -0.476 -3.138 -1.36
Ge 2.058 0.428 -0.286 0.47
C 3.891 0.143 0.557 0.18
C 4.232 -1.109 1.065 -0.45
C 5.407 -1.325 1.804 -0.55
C 6.217 -0.246 2.082 -0.58
C 5.981 0.975 1.517 -0.68
C 4.784 1.151 0.857 -0.24
C 2.292 2.387 -0.375 0.18
C 2.839 3.097 -1.473 -0.35
C 3.052 4.433 -1.389 -0.67
C 2.749 5.157 -0.210 -0.71
C 2.097 4.497 0.823 -0.81
C 1.861 3.149 0.701 0.20
H 1.541 1.056 -4.282 0.36
H 0.390 0.065 -3.437 0.23
H 1.457 -0.610 -4.743 0.56
H 1.990 -2.778 -3.332 0.57
H 1.467 -2.529 -1.633 -0.42
H 3.177 -2.908 -2.005 0.40
H 4.571 -1.110 -4.043 0.40
H 5.191 -0.956 -2.408 0.34
H 4.906 0.486 -3.415 0.40
H 3.577 -1.975 0.865 0.30
H 5.690 -2.330 2.202 0.34
H 7.168 -0.417 2.594 0.34
H 6.663 1.798 1.628 0.46
H 4.707 2.187 0.458 0.06
H 3.077 2.600 -2.407 0.15
H 3.448 4.976 -2.221 0.45
H 2.944 6.227 -0.201 0.35
H 1.809 5.105 1.668 0.44
H 1.355 2.618 1.490 0.06
C -2.411 2.166 2.467 -1.50
C -1.885 2.355 1.064 0.45
N -1.190 1.469 0.411 1.23
C -0.968 1.907 -0.855 -1.31
C -1.581 3.116 -0.993 -1.15
N -2.172 3.434 0.226 0.52
C -3.061 4.578 0.504 -1.51
N -4.397 4.328 0.115 0.91
N -5.312 4.031 1.042 -0.48
N -6.418 3.730 0.468 -0.67
C -6.203 3.832 -0.916 0.25
C -7.111 3.612 -1.978 -0.72
C -6.570 3.705 -3.238 -0.47
C -5.252 4.124 -3.483 -0.76
C -4.395 4.419 -2.453 -0.54
C -4.914 4.198 -1.162 1.26
H -2.414 1.091 2.650 0.23
H -3.446 2.553 2.619 0.44
H -1.738 2.606 3.209 0.29
H -0.332 1.375 -1.509 0.79
H -1.716 3.780 -1.832 0.48
H -2.645 5.413 -0.040 0.43
H -3.112 4.831 1.569 0.40
H -8.106 3.262 -1.837 0.45
H -7.271 3.565 -4.081 0.32
H -4.824 4.152 -4.479 0.37
H -3.373 4.676 -2.598 0.43
C -3.272 -1.302 0.741 -2.16
C -2.504 -1.938 -0.464 3.77
C -3.460 -1.998 -1.696 -1.98
C -1.260 -1.158 -0.801 -1.74
C -2.198 -3.403 -0.210 -0.64
C -1.213 -4.094 -0.932 0.16
C -0.835 -5.354 -0.602 -0.49
C -1.452 -6.074 0.422 -0.51
C -2.540 -5.468 1.057 -0.92
C -2.892 -4.158 0.724 -0.35
H -3.598 -0.303 0.535 0.32
H -2.645 -1.172 1.596 0.28
H -4.190 -1.834 0.960 0.58
H -3.676 -0.970 -2.006 0.51
H -4.417 -2.550 -1.451 0.35
H -3.032 -2.454 -2.523 0.46
H -0.916 -1.350 -1.834 0.25
H -0.685 -3.481 -1.672 0.38
H -0.090 -5.753 -1.291 0.35
H -1.097 -7.048 0.651 0.54
H -3.053 -5.954 1.877 0.39
H -3.666 -3.663 1.255 0.35
```

Gap between HOMO and LUMO (spin up / spin down) (eV): 6.2 / 6.9
Spin multiplicity: 3
LUMO (spin up / spin down) (eV): 0.24 / 0.24
E (Ha): -7640.0568
HOMO level (spin up / spin down) (Eh): -0.21900 / -0.24306
F_max (eV/Å): 2.8
ΔE to the lowest compared entry with this formula, charge and spin (kJ/mol): 0.0

C40H54BN3RhSSi | ωB97M-V/def2-TZVPD

```
101
Properties=species:S:1:pos:R:3:mulliken_charge:R:1
Rh 0.151 -0.410 0.230 -1.76
C 0.039 1.541 2.312 0.19
C -1.043 1.550 1.436 -1.26
C -1.034 2.388 0.315 0.23
C 0.030 3.248 0.111 -0.74
C 1.093 3.269 1.010 -0.54
C 1.112 2.405 2.090 -0.68
H 0.020 0.900 3.185 0.49
H -1.905 0.943 1.660 0.19
H -1.875 2.383 -0.366 0.54
H 0.028 3.919 -0.738 0.42
H 1.906 3.968 0.862 0.55
H 1.947 2.412 2.778 0.43
C 6.009 -3.314 -1.879 -1.11
Si 5.025 -3.186 -0.289 0.08
C 3.745 -4.553 -0.266 -0.48
C 6.144 -3.336 1.205 -1.11
C 4.316 -1.418 -0.261 -0.13
C 5.245 -0.387 -0.439 -0.35
C 4.853 0.940 -0.462 -1.17
C 3.504 1.227 -0.319 -0.50
N 2.590 0.283 -0.137 0.28
C 2.998 -0.998 -0.091 1.01
S 1.651 -2.088 0.253 -0.42
H 6.513 -4.280 -1.935 0.35
H 6.774 -2.542 -1.961 0.34
H 5.358 -3.228 -2.750 0.32
H 4.275 -5.505 -0.348 0.43
H 3.048 -4.488 -1.102 0.20
H 3.164 -4.570 0.655 -0.05
H 6.628 -4.314 1.223 0.36
H 5.575 -3.229 2.130 0.33
H 6.929 -2.579 1.210 0.35
H 6.295 -0.624 -0.560 0.36
H 5.569 1.737 -0.597 0.41
H 3.140 2.244 -0.357 0.44
C -4.277 0.193 1.358 -1.09
C -4.344 -0.842 2.479 0.48
C -5.199 -2.057 2.098 -1.41
C -3.014 -1.234 3.117 0.53
C -2.804 -0.804 4.423 -1.11
C -1.712 -1.228 5.159 -1.64
C -0.834 -2.142 4.613 -0.57
C -0.987 -2.601 3.306 0.45
C -0.078 -3.703 2.801 1.89
C -0.620 -5.068 3.245 -1.59
C 1.365 -3.561 3.287 -1.94
C -2.047 -2.085 2.551 0.43
N -2.141 -2.397 1.145 1.04
B -1.633 -1.512 0.026 1.24
N -2.187 -2.280 -1.169 0.53
C -2.615 -3.474 -0.752 -0.64
C -2.576 -3.551 0.647 -0.33
C -2.524 -1.869 -2.519 0.54
C -1.579 -1.810 -3.552 0.36
C -2.030 -1.479 -4.826 -1.34
C -3.362 -1.225 -5.090 -1.50
C -4.276 -1.287 -4.060 -0.94
C -3.883 -1.602 -2.763 0.10
C -4.959 -1.659 -1.692 3.67
C -5.818 -2.918 -1.835 -1.57
C -5.853 -0.418 -1.717 -1.74
C -0.083 -2.016 -3.414 0.85
C 0.538 -0.753 -2.826 -0.51
C 0.346 -3.298 -2.703 -1.45
H -5.278 0.360 0.963 0.56
H -3.638 -0.112 0.524 0.13
H -3.916 1.151 1.730 0.48
H -4.892 -0.353 3.290 0.67
H -4.811 -2.598 1.237 0.09
H -6.207 -1.729 1.841 0.48
H -5.274 -2.754 2.933 0.37
H -3.530 -0.141 4.876 0.46
H -1.571 -0.877 6.172 0.41
H -0.017 -2.515 5.213 0.40
H -0.070 -3.675 1.709 -0.53
H -0.618 -5.136 4.334 0.37
H 0.005 -5.872 2.855 0.44
H -1.643 -5.241 2.915 0.31
H 1.451 -3.793 4.349 0.56
H 1.752 -2.556 3.119 0.34
H 2.004 -4.265 2.755 0.24
H -2.969 -4.236 -1.429 0.77
H -2.878 -4.389 1.253 0.37
H -1.309 -1.431 -5.632 0.47
H -3.682 -0.982 -6.094 0.39
H -5.320 -1.092 -4.262 0.38
H -4.476 -1.683 -0.715 -2.20
H -6.339 -2.916 -2.793 0.41
H -6.569 -2.958 -1.044 0.41
H -5.227 -3.834 -1.789 0.29
H -6.463 -0.378 -2.619 0.48
H -5.268 0.500 -1.664 0.35
H -6.539 -0.441 -0.869 0.38
H 0.290 -2.101 -4.439 0.73
H 0.068 -0.596 -1.837 -0.42
H 0.321 0.126 -3.431 0.51
H 1.616 -0.853 -2.692 0.40
H 0.052 -3.322 -1.657 -0.09
H 1.434 -3.389 -2.729 0.38
H -0.077 -4.169 -3.206 0.42
```

Gap between HOMO and LUMO (spin up / spin down) (eV): 7.5 / 6.3
Spin multiplicity: 5
LUMO (spin up / spin down) (eV): -1.61 / -4.71
E (Ha): -2543.7757
Net charge: +1
HOMO level (spin up / spin down) (Eh): -0.33488 / -0.40532
F_max (eV/Å): 0.6
ΔE to the lowest compared entry with this formula, charge and spin (kJ/mol): 44.8

C40H54BrIrN4O2Se | ωB97M-V/def2-TZVPD

```
103
Properties=species:S:1:pos:R:3:mulliken_charge:R:1
Ir 0.364 0.337 -0.445 2.54
C 4.146 -1.972 6.070 -1.52
C 4.537 -0.782 5.167 1.90
C 5.818 -1.126 4.403 -1.97
C 4.788 0.461 6.035 -1.64
C 3.366 -0.544 4.241 -0.43
C 3.405 -0.957 2.880 -0.47
C 2.330 -0.700 2.098 -0.38
Br 2.336 -1.285 0.274 -0.28
C 1.149 -0.023 2.552 0.98
O 0.212 0.284 1.755 -0.56
C 1.071 0.302 3.965 -0.30
C 2.181 0.040 4.729 -0.22
C -0.194 0.923 4.532 2.06
C -1.395 0.002 4.257 -1.47
C -0.085 1.107 6.048 -2.27
C -0.416 2.305 3.899 -1.45
H 4.962 -2.167 6.766 0.44
H 3.975 -2.876 5.487 0.37
H 3.251 -1.757 6.653 0.37
H 6.653 -1.152 5.101 0.42
H 6.055 -0.381 3.642 0.48
H 5.768 -2.110 3.934 0.39
H 5.681 0.292 6.635 0.47
H 3.972 0.662 6.726 0.39
H 4.957 1.348 5.425 0.38
H 4.274 -1.468 2.494 0.54
H 2.155 0.294 5.777 0.51
H -1.225 -0.996 4.664 0.35
H -1.615 -0.086 3.195 0.05
H -2.273 0.414 4.753 0.50
H 0.095 0.166 6.568 0.46
H -1.029 1.505 6.419 0.43
H 0.694 1.818 6.324 0.43
H -0.575 2.248 2.823 0.09
H 0.431 2.963 4.094 0.35
H -1.298 2.760 4.352 0.48
C -3.831 -2.916 0.733 -0.92
C -4.239 -3.234 -0.698 -0.13
C -3.090 -3.742 -1.565 -0.78
C -1.997 -2.714 -1.846 -1.01
N -2.536 -1.515 -2.516 1.53
C -2.683 -0.270 -1.986 -1.23
Se -2.057 0.281 -0.309 -0.73
N -3.380 0.518 -2.850 1.48
C -3.899 1.879 -2.610 -1.21
C -5.413 1.863 -2.422 -0.71
C -5.880 1.184 -1.137 0.09
C -5.467 1.922 0.129 -1.09
C -3.652 -0.213 -3.965 0.97
C -4.286 0.134 -5.158 -1.15
C -4.360 -0.854 -6.105 -0.74
C -3.811 -2.168 -5.892 -0.79
C -3.183 -2.519 -4.725 -1.08
C -3.108 -1.523 -3.751 0.59
H -4.700 -2.666 1.341 0.41
H -3.138 -2.072 0.799 -0.02
H -3.346 -3.777 1.195 0.35
H -4.713 -2.364 -1.170 -0.03
H -5.011 -4.006 -0.685 0.45
H -3.476 -4.130 -2.510 0.37
H -2.601 -4.587 -1.073 0.54
H -1.223 -3.117 -2.502 0.40
H -1.515 -2.371 -0.932 0.21
H -3.599 2.488 -3.463 0.40
H -3.387 2.264 -1.729 0.55
H -5.876 1.382 -3.287 0.41
H -5.749 2.901 -2.433 0.50
H -5.531 0.144 -1.113 -0.18
H -6.969 1.122 -1.172 0.40
H -4.400 1.837 0.346 0.13
H -5.998 1.531 0.994 0.40
H -5.705 2.983 0.054 0.34
H -4.703 1.114 -5.328 0.58
H -4.848 -0.646 -7.048 0.51
H -3.900 -2.900 -6.683 0.52
H -2.768 -3.504 -4.580 0.57
C 1.470 4.070 -4.929 -1.03
N 1.002 4.056 -3.549 -0.08
N 0.982 2.903 -2.782 0.48
C 0.774 3.249 -1.473 0.58
O 0.650 2.392 -0.515 -1.07
C 0.702 4.636 -1.424 -1.31
C 0.874 5.099 -2.719 0.89
C 0.972 6.494 -3.217 -1.56
C 0.792 1.611 -3.314 -0.13
C 1.530 0.575 -2.730 -0.94
C 1.338 -0.737 -3.180 -0.57
C 0.444 -0.994 -4.211 -0.74
C -0.252 0.054 -4.801 -0.76
C -0.103 1.359 -4.341 -0.22
H 1.938 3.115 -5.155 0.36
H 2.215 4.854 -5.041 0.42
H 0.645 4.248 -5.615 0.35
H 0.570 5.224 -0.535 0.49
H 0.701 7.187 -2.426 0.38
H 0.313 6.658 -4.068 0.36
H 1.992 6.720 -3.528 0.36
H 2.379 0.837 -2.109 0.94
H 1.942 -1.539 -2.779 0.62
H 0.333 -2.001 -4.589 0.66
H -0.914 -0.140 -5.635 0.55
H -0.661 2.167 -4.793 0.60
```

Gap between HOMO and LUMO (spin up / spin down) (eV): 7.3 / 4.0
Spin multiplicity: 6
LUMO (spin up / spin down) (eV): -8.01 / -12.16
E (Ha): -7004.8941
Net charge: +3
HOMO level (spin up / spin down) (Eh): -0.56250 / -0.59370
F_max (eV/Å): 1.2
ΔE to the lowest compared entry with this formula, charge and spin (kJ/mol): 57.1